No. 1
67
Properties=species:S:1:pos:R:3:forces:R:3 method="wB97M-V/def2-TZVPD" homo_ev="-5.49 / -5.49" orbital_gap_ha="0.192 / 0.190" total_charge=0 lumo_energy_ev="-0.259 / -0.315" relative_energy_kcal_mol=0.0 multiplicity=2
Mn 0.107629 -0.406452 0.310459 -0.9 -1.0 -1.0
C -0.720863 1.894425 -3.151320 0.2 -0.1 -0.1
C -0.224187 0.894502 -2.157521 -0.8 0.7 0.6
N -0.654626 0.852142 -0.924244 0.6 -0.5 -0.6
N -1.540775 1.738549 -0.456014 -0.7 0.5 0.1
C -1.621395 1.590698 0.857916 0.8 -0.6 -0.3
O -0.849915 0.778474 1.492691 -0.2 0.7 0.7
C -2.593485 2.386086 1.612526 -0.4 0.3 0.3
C -2.614461 2.307736 3.004337 0.1 -0.1 -0.1
C -3.575675 2.991466 3.727664 -0.1 0.1 0.1
C -4.521763 3.766330 3.069957 0.0 0.0 0.0
C -4.493454 3.863368 1.684723 -0.1 0.1 0.0
C -3.536947 3.178165 0.958039 0.1 -0.1 -0.1
C 0.791580 -0.076654 -2.417004 0.7 -0.9 0.1
C 1.395645 -0.277198 -3.665160 -0.4 0.3 0.1
C 2.388111 -1.214610 -3.808966 0.3 -0.3 0.3
C 2.776606 -1.965283 -2.696290 -0.1 0.2 -0.4
C 2.142734 -1.727653 -1.499069 0.0 -0.1 0.3
N 1.179839 -0.817366 -1.331608 0.3 0.4 -0.6
H -1.556335 2.433309 -2.713848 0.0 0.0 0.0
H -1.049635 1.409031 -4.072483 0.0 0.0 0.0
H 0.063303 2.611000 -3.410259 0.0 0.0 0.0
H -1.872935 1.695871 3.499026 0.0 0.0 0.0
H -3.592236 2.918961 4.807683 0.0 0.0 0.0
H -5.280706 4.292188 3.635165 0.0 0.0 0.0
H -5.224899 4.475059 1.172144 0.0 0.0 0.0
H -3.507366 3.232533 -0.121596 0.0 0.0 0.0
H 1.060870 0.315983 -4.505366 0.0 0.0 0.0
H 2.864278 -1.379356 -4.766331 0.0 0.0 0.0
H 3.544734 -2.720939 -2.771104 0.0 0.0 0.1
H 2.402204 -2.304118 -0.618802 0.0 0.1 0.0
C -2.701474 -1.510521 1.040177 0.4 -0.6 0.2
C -3.194010 -1.080904 -0.205762 0.1 0.1 -0.6
C -2.360367 -1.585517 -1.215126 -0.3 -0.1 0.3
C -1.332061 -2.353823 -0.591128 0.5 0.7 -0.3
C -1.557257 -2.314007 0.818074 -0.7 0.3 0.4
C -0.965450 -3.267028 1.825049 0.1 0.2 -0.2
C -0.513459 -3.395750 -1.301705 -0.1 0.1 0.2
C -2.573465 -1.427726 -2.692402 0.2 0.1 0.2
C -4.381864 -0.199470 -0.474104 0.2 -0.1 0.0
C -3.277183 -1.233834 2.396749 0.1 0.0 -0.2
H 0.047594 -2.992007 2.137218 0.0 -0.1 0.0
H -0.915741 -4.276188 1.405097 0.0 0.0 0.1
H -1.586839 -3.304331 2.720421 0.0 0.0 0.0
H -1.104150 -4.308628 -1.438943 0.1 -0.1 0.0
H 0.377026 -3.662692 -0.727518 0.0 -0.1 0.0
H -0.190848 -3.055157 -2.288071 0.0 -0.1 0.0
H -2.035425 -0.559941 -3.094326 -0.1 -0.1 -0.1
H -3.631970 -1.283418 -2.915665 0.0 0.0 0.0
H -2.228030 -2.308591 -3.238798 0.0 0.0 -0.1
H -4.084158 0.683123 -1.048071 -0.1 0.1 0.0
H -4.843660 0.144817 0.451877 0.0 0.0 0.0
H -5.143549 -0.730553 -1.053477 0.0 0.0 0.0
H -2.531541 -0.774923 3.053088 -0.1 0.0 0.0
H -3.616987 -2.158546 2.875378 0.0 0.1 0.1
H -4.129462 -0.556437 2.333813 0.0 0.0 0.1
C 4.553834 0.015402 2.497912 0.1 0.0 0.0
N 3.300848 -0.414627 3.112810 0.1 0.0 0.0
C 3.071891 -0.042698 4.504259 0.0 0.0 0.1
C 2.284791 -0.692474 2.334269 0.0 0.0 -0.1
N 1.415996 -0.976073 1.620895 0.5 -0.1 0.6
H 5.393088 -0.443923 3.020051 0.0 0.0 0.0
H 4.658254 1.102125 2.546173 0.0 0.0 0.0
H 4.572938 -0.295238 1.456453 0.0 0.0 0.0
H 3.809491 -0.533314 5.139130 0.0 0.0 0.0
H 2.077639 -0.357594 4.808749 0.0 0.0 0.0
H 3.158893 1.038555 4.636619 0.0 0.0 0.0

No. 2
74
Properties=species:S:1:pos:R:3:forces:R:3 method="wB97M-V/def2-TZVPD" homo_ev="-12.74 / -12.31" orbital_gap_ha="0.267 / 0.247" total_charge=+2 lumo_energy_ev="-5.458 / -5.586" relative_energy_kcal_mol=101.6 multiplicity=2
Re 0.320008 -2.128628 1.738291 -0.1 0.7 0.4
C -2.870074 2.971105 -6.504565 0.0 0.0 0.0
C -2.167886 2.548947 -5.247945 0.0 0.0 0.0
C -2.892089 2.166368 -4.118311 0.0 0.0 0.0
C -2.254660 1.749676 -2.963865 0.0 0.1 -0.1
C -0.864678 1.735471 -2.941520 0.1 0.1 -0.1
C -0.112607 2.096896 -4.054352 -0.1 0.1 0.0
C -0.774267 2.511929 -5.195415 0.0 0.0 0.0
S -0.023049 1.041765 -1.571295 0.1 -0.1 0.2
O 1.350312 1.586398 -1.559991 -0.1 -0.1 0.0
O -1.374094 1.053520 0.605039 0.4 0.1 -0.1
N 1.875722 0.757331 1.443933 0.2 0.0 -0.1
C 3.135769 -1.242079 1.767436 0.0 0.2 0.0
C 3.070769 -2.688038 2.239573 0.0 -0.3 0.0
O 4.062322 -3.316246 2.451489 0.0 0.1 0.0
O 1.829071 -3.176559 2.376207 0.0 0.0 0.0
H -3.909582 3.229066 -6.313762 0.0 0.0 0.0
H -2.854978 2.159631 -7.234455 0.0 0.0 0.0
H -2.378831 3.829380 -6.961281 0.0 0.0 0.0
H -3.973154 2.201192 -4.144778 0.0 0.0 0.0
H -2.830755 1.471681 -2.090578 0.0 0.0 0.0
H 0.967521 2.060429 -4.020907 0.0 0.0 0.0
H -0.201458 2.810918 -6.064144 0.0 0.0 0.0
H 3.950434 -0.720757 2.269551 0.0 0.0 0.0
H 3.314312 -1.244265 0.691283 0.0 0.0 0.0
N 1.837400 -0.574606 2.012612 0.0 -0.1 0.1
C 0.772513 1.604050 1.892895 0.0 -0.1 0.1
C 0.975097 3.030227 1.400458 -0.1 0.0 -0.1
C 2.279479 3.645076 1.931449 0.0 0.0 0.0
C 3.243662 4.035191 0.815052 0.1 0.0 0.0
N 4.116250 2.906418 0.459738 0.1 0.1 -0.1
C 4.602865 2.630634 -0.745489 -0.2 0.1 -0.1
N 4.097202 3.192584 -1.842993 0.1 0.0 0.1
N 5.607307 1.759602 -0.867094 0.1 -0.1 0.0
C -0.537699 0.860187 1.647013 -0.3 -0.2 0.0
O -0.873353 1.953182 -0.395325 -0.3 -0.1 0.1
O -0.863094 -0.045245 2.392058 0.1 0.0 0.0
H 1.781497 -0.407413 3.022439 0.0 0.0 -0.1
H 1.894038 0.664834 0.427333 -0.1 0.0 0.1
H 0.806302 1.624039 2.988326 0.1 0.0 0.0
H 0.122784 3.624971 1.732107 0.0 0.0 0.0
H 0.965175 3.057247 0.313095 0.1 0.0 0.2
H 2.783915 2.947286 2.604299 0.0 0.1 0.0
H 2.069849 4.534366 2.524122 -0.1 0.0 -0.1
H 3.859965 4.887525 1.104027 0.1 -0.1 0.0
H 2.677583 4.329962 -0.065826 0.0 0.1 0.0
H 4.585201 2.465754 1.236962 -0.1 0.0 0.0
H 3.218969 3.679424 -1.814204 0.0 0.0 0.0
H 4.440117 2.929487 -2.751436 0.0 0.0 0.0
H 6.117916 1.435491 -0.063243 0.0 0.0 0.0
H 5.984944 1.525572 -1.769655 0.0 0.0 0.0
Te -1.608895 -2.315713 -0.133455 0.1 -0.2 -0.3
C -3.495862 -2.295948 0.796776 0.0 0.1 0.1
C -4.401304 -3.288408 0.433229 0.0 0.0 0.0
C -5.643224 -3.332284 1.048486 0.0 0.0 0.0
C -5.977353 -2.387240 2.009534 0.0 0.0 0.0
C -5.075759 -1.392679 2.357165 0.0 0.0 0.0
C -3.825209 -1.342874 1.752902 -0.1 0.0 0.0
C -0.893586 -3.946519 1.041884 -0.2 -0.3 -0.3
C -0.043564 -4.912687 0.463828 0.0 0.1 0.1
C 0.338217 -6.002364 1.210589 0.0 0.0 0.1
C -0.131269 -6.151687 2.520598 0.1 -0.1 -0.1
C -0.974570 -5.217792 3.085039 0.0 0.2 0.1
C -1.376387 -4.096750 2.351410 0.2 0.1 -0.1
H -4.148364 -4.023864 -0.320704 0.0 0.0 0.0
H -6.351757 -4.101968 0.774538 0.0 0.0 0.0
H -6.946744 -2.425909 2.487796 0.0 0.0 0.0
H -5.342284 -0.655710 3.102716 0.0 0.0 0.0
H -3.120154 -0.575937 2.033947 0.0 0.0 0.0
H 0.319539 -4.784794 -0.547645 0.0 0.0 0.0
H 1.001646 -6.742604 0.785241 0.0 0.0 0.0
H 0.163809 -7.019213 3.095288 0.0 0.0 0.0
H -1.343708 -5.354097 4.092003 0.0 0.0 0.0
H -2.083191 -3.393942 2.774478 -0.1 0.0 -0.1

No. 3
73
Properties=species:S:1:pos:R:3:forces:R:3 method="wB97M-V/def2-TZVPD" homo_ev="-10.59 / -10.27" orbital_gap_ha="0.228 / 0.207" total_charge=+1 lumo_energy_ev="-4.374 / -4.644" multiplicity=2
Re 0.902899 0.109712 0.126599 -0.3 -2.3 0.8
C 0.329599 0.154212 4.622299 -0.1 0.0 -0.2
C 0.920999 0.014812 3.373799 0.1 0.1 0.2
N 0.186999 -0.010188 2.274399 0.0 0.1 -0.2
C -1.153001 0.118012 2.380099 0.6 0.0 1.0
C -1.711501 0.290712 3.655399 -0.1 -0.1 -1.0
N -0.981501 0.295112 4.745199 0.3 0.0 0.7
C -1.903101 0.083012 1.126799 -0.1 -0.2 -0.8
C -3.279001 0.088112 1.039099 -0.2 -0.1 -0.4
C -3.923101 0.077012 -0.215301 0.9 0.0 0.4
C -3.097401 0.063612 -1.340501 0.3 -0.1 0.0
C -1.712401 0.048412 -1.217301 -0.5 0.1 1.5
N -1.130801 0.047612 0.016499 -0.9 0.3 -0.3
C -0.765801 0.085112 -2.299401 1.6 0.1 -0.8
C -1.086401 0.168812 -3.665901 -0.3 -0.2 1.0
N -0.189401 0.254212 -4.611201 0.9 0.1 -0.4
C 1.097399 0.261312 -4.235801 -0.6 -0.1 -0.2
C 1.471199 0.170712 -2.915201 0.2 -0.2 0.2
N 0.566399 0.081912 -1.926801 -0.6 0.3 -0.7
C -5.385801 0.107712 -0.328901 -0.9 0.0 -0.1
C -6.028301 0.099812 -1.572801 0.3 0.0 0.3
C -7.410001 0.159912 -1.625201 0.3 0.0 -0.2
N -8.168701 0.218112 -0.548901 -0.8 0.0 -0.1
C -7.586201 0.214112 0.632999 0.2 0.0 0.2
C -6.212701 0.162412 0.799499 0.3 0.0 -0.2
H 0.913799 0.168312 5.530499 0.1 0.0 0.0
H 1.993199 -0.060388 3.257299 0.0 0.0 0.0
H -2.771601 0.436212 3.798499 -0.1 0.0 -0.1
H -3.851201 0.092712 1.948999 -0.1 0.0 0.1
H -3.516401 0.065912 -2.330001 -0.1 0.0 -0.1
H -2.114901 0.164312 -3.993701 -0.2 0.0 0.1
H 1.825399 0.335212 -5.026301 0.2 0.0 0.0
H 2.517299 0.162112 -2.624701 -0.2 0.0 0.0
H -5.476101 0.044712 -2.496601 0.0 0.0 -0.1
H -7.923501 0.165612 -2.575301 0.0 0.0 -0.1
H -8.248401 0.259712 1.484899 0.0 0.0 0.2
H -5.816101 0.165612 1.800999 0.0 0.0 0.1
N -0.291001 2.752512 -1.022701 -0.2 0.3 0.0
N 0.422199 3.698012 -0.258101 -0.2 0.1 -0.2
C 1.012099 3.302112 0.955099 -0.3 1.0 -0.6
O 1.364199 4.161412 1.734299 0.1 0.3 0.2
O 1.197299 2.054312 1.099899 -0.1 -1.7 -0.2
H -0.148401 2.940112 -2.013501 0.0 0.1 0.2
H -1.296301 2.803712 -0.839601 0.2 0.1 0.0
H 0.106499 4.661012 -0.261901 0.0 -0.2 0.0
C 4.970199 -0.107588 -0.703001 -0.1 0.1 0.1
As 3.395199 0.833612 0.016299 0.5 -0.2 0.3
C 3.594299 2.442112 -1.066401 0.0 0.2 0.0
C 4.171899 1.394912 1.713499 0.1 0.2 -0.1
H 5.800999 0.601012 -0.656901 -0.1 -0.1 0.0
H 4.841099 -0.419588 -1.739301 -0.1 0.0 0.0
H 5.224299 -0.983588 -0.108801 -0.1 0.0 0.0
H 4.434499 3.020512 -0.673001 -0.1 -0.1 -0.1
H 2.702799 3.067112 -1.036601 0.0 -0.1 0.0
H 3.807499 2.166812 -2.102901 0.0 0.0 0.1
H 5.196099 1.737912 1.537199 -0.1 -0.1 0.0
H 4.197699 0.566412 2.422299 0.0 0.0 -0.1
H 3.583099 2.215112 2.124399 0.0 -0.1 0.0
C 2.728599 -2.874188 -1.073101 -0.2 0.2 0.2
C 1.877099 -2.988788 0.190399 0.4 -0.2 0.0
C 1.237799 -4.380388 0.249399 0.1 0.3 0.0
C 2.767099 -2.801488 1.440799 -0.1 0.1 -0.3
C 0.855599 -1.913188 0.312799 0.0 2.1 -0.5
H 3.625299 -3.479588 -0.977601 0.2 -0.1 -0.1
H 3.005399 -1.834088 -1.236801 0.1 0.0 -0.1
H 2.163099 -3.226888 -1.929601 -0.1 0.0 -0.2
H 2.011299 -5.138188 0.165299 0.1 -0.2 0.0
H 0.534999 -4.515688 -0.567901 -0.1 -0.1 -0.1
H 0.711999 -4.527088 1.189399 -0.1 0.0 0.1
H 3.495899 -3.604988 1.488199 0.2 -0.1 0.1
H 2.155699 -2.828988 2.339599 0.0 0.0 0.2
H 3.286699 -1.842188 1.388899 0.0 -0.1 0.1
H -0.024701 -2.316588 0.835899 0.0 0.2 0.1